(1)
{"formula": "C36H80ClN4", "method": "ωB97M-V/def2-TZVPD", "e_homo_ev": -14.90, "fmax_ha_per_bohr": 0.0434, "gap_ha": 0.320, "multiplicity": 1, "energy_ha": -2098.04891, "lumo_energy_ev": -6.19, "charge": 3, "species": ["C", "C", "C", "N", "C", "C", "C", "C", "C", "C", "H", "H", "H", "H", "H", "H", "H", "H", "H", "H", "H", "H", "H", "H", "H", "H", "H", "H", "H", "H", "C", "C", "C", "N", "C", "C", "C", "C", "C", "C", "H", "H", "H", "H", "H", "H", "H", "H", "H", "H", "H", "H", "H", "H", "H", "H", "H", "H", "H", "H", "C", "C", "C", "N", "C", "C", "C", "C", "C", "C", "H", "H", "H", "H", "H", "H", "H", "H", "H", "H", "H", "H", "H", "H", "H", "H", "H", "H", "H", "H", "C", "C", "C", "N", "C", "C", "C", "C", "C", "C", "H", "H", "H", "H", "H", "H", "H", "H", "H", "H", "H", "H", "H", "H", "H", "H", "H", "H", "H", "H", "Cl"], "coordinates": [[-14.152, 2.176, -16.737], [-14.935, 1.836, -15.480], [-14.306, 0.692, -14.667], [-14.984, 0.377, -13.347], [-15.057, 1.589, -12.437], [-15.567, 1.277, -11.037], [-14.754, 0.144, -10.427], [-14.742, -1.090, -11.320], [-14.175, -0.739, -12.705], [-16.360, -0.152, -13.603], [-13.151, 2.504, -16.463], [-14.682, 2.945, -17.291], [-14.110, 1.299, -17.385], [-15.965, 1.588, -15.735], [-14.897, 2.669, -14.772], [-13.272, 0.932, -14.420], [-14.340, -0.251, -15.213], [-14.039, 1.982, -12.404], [-15.702, 2.321, -12.919], [-15.492, 2.170, -10.420], [-16.619, 1.001, -11.132], [-13.725, 0.461, -10.241], [-15.200, -0.190, -9.488], [-14.074, -1.839, -10.894], [-15.740, -1.522, -11.381], [-13.153, -0.375, -12.640], [-14.294, -1.646, -13.294], [-16.844, 0.526, -14.307], [-17.002, -0.092, -12.731], [-16.296, -1.147, -14.030], [-22.374, -6.232, -12.542], [-21.265, -5.287, -13.003], [-20.050, -6.090, -13.469], [-19.078, -5.264, -14.251], [-18.663, -3.988, -13.573], [-17.919, -4.228, -12.250], [-16.640, -4.977, -12.550], [-16.983, -6.316, -13.233], [-17.788, -6.047, -14.494], [-19.574, -4.959, -15.622], [-23.053, -6.597, -13.311], [-22.934, -5.875, -11.682], [-21.871, -7.138, -12.178], [-21.044, -4.693, -12.113], [-21.622, -4.641, -13.806], [-20.365, -6.909, -14.118], [-19.544, -6.587, -12.644], [-19.475, -3.285, -13.399], [-17.948, -3.520, -14.252], [-18.539, -4.749, -11.516], [-17.741, -3.252, -11.791], [-16.086, -5.240, -11.647], [-15.998, -4.319, -13.142], [-17.505, -6.971, -12.536], [-16.079, -6.849, -13.526], [-18.038, -6.992, -14.977], [-17.170, -5.478, -15.187], [-20.538, -4.452, -15.590], [-19.745, -5.855, -16.216], [-18.871, -4.312, -16.139], [-20.147, -3.678, -5.583], [-20.843, -2.588, -6.411], [-20.913, -2.915, -7.893], [-21.497, -1.800, -8.734], [-20.567, -0.610, -8.735], [-20.973, 0.470, -9.738], [-20.990, -0.130, -11.142], [-21.875, -1.383, -11.239], [-21.567, -2.378, -10.139], [-22.865, -1.424, -8.250], [-20.726, -4.600, -5.603], [-19.934, -3.300, -4.589], [-19.204, -3.926, -6.083], [-20.349, -1.646, -6.169], [-21.868, -2.513, -6.041], [-21.578, -3.768, -8.047], [-19.950, -3.193, -8.324], [-19.542, -0.970, -8.851], [-20.576, -0.150, -7.747], [-20.179, 1.207, -9.869], [-21.894, 0.962, -9.437], [-19.968, -0.435, -11.384], [-21.428, 0.506, -11.912], [-21.697, -1.786, -12.238], [-22.939, -1.133, -11.238], [-20.591, -2.840, -10.294], [-22.341, -3.142, -10.075], [-22.826, -1.060, -7.228], [-23.495, -2.306, -8.323], [-23.232, -0.592, -8.843], [-18.111, 2.770, -8.633], [-17.276, 2.193, -7.516], [-17.836, 0.891, -6.975], [-17.001, 0.235, -5.879], [-17.762, -0.986, -5.416], [-17.094, -1.644, -4.243], [-16.826, -0.665, -3.087], [-16.039, 0.555, -3.544], [-16.714, 1.212, -4.763], [-15.632, -0.060, -6.447], [-19.185, 2.689, -8.413], [-18.089, 2.230, -9.584], [-17.923, 3.817, -8.858], [-17.172, 2.928, -6.722], [-16.311, 1.958, -7.970], [-17.948, 0.139, -7.756], [-18.800, 1.093, -6.500], [-18.722, -0.580, -5.085], [-17.874, -1.669, -6.262], [-17.742, -2.486, -3.980], [-16.175, -2.185, -4.494], [-17.835, -0.323, -2.823], [-16.361, -1.218, -2.277], [-16.005, 1.272, -2.726], [-15.014, 0.231, -3.728], [-17.702, 1.534, -4.417], [-16.205, 2.097, -5.125], [-15.549, -0.801, -7.245], [-15.020, -0.472, -5.647], [-15.134, 0.857, -6.737], [-17.176, -2.580, -8.952]]}

(2)
{"formula": "C36H80N4O10", "method": "ωB97M-V/def2-TZVPD", "e_homo_ev": -8.68, "fmax_ha_per_bohr": 0.0641, "gap_ha": 0.337, "multiplicity": 1, "energy_ha": -2390.81244, "smiles": "CC1(C)CCCC(C)(C)N1O.CC1(C)CCCC(C)(C)N1O.COCCOCCOC.COCCOCCOC.CN(C)C=O.CN(C)C=O", "lumo_energy_ev": 0.48, "charge": 0, "species": ["C", "C", "C", "C", "C", "C", "C", "C", "C", "N", "O", "H", "H", "H", "H", "H", "H", "H", "H", "H", "H", "H", "H", "H", "H", "H", "H", "H", "H", "H", "C", "C", "C", "C", "C", "C", "C", "C", "C", "N", "O", "H", "H", "H", "H", "H", "H", "H", "H", "H", "H", "H", "H", "H", "H", "H", "H", "H", "H", "H", "C", "O", "C", "C", "O", "C", "C", "O", "C", "H", "H", "H", "H", "H", "H", "H", "H", "H", "H", "H", "H", "H", "H", "C", "O", "C", "C", "O", "C", "C", "O", "C", "H", "H", "H", "H", "H", "H", "H", "H", "H", "H", "H", "H", "H", "H", "C", "N", "C", "C", "O", "H", "H", "H", "H", "H", "H", "H", "C", "N", "C", "C", "O", "H", "H", "H", "H", "H", "H", "H"], "coordinates": [[1.380, -5.048, -0.547], [0.036, -5.313, 0.173], [-0.144, -6.849, 0.433], [0.097, -4.715, 1.590], [-1.308, -4.801, 2.255], [-2.260, -3.954, 1.449], [-2.379, -4.559, 0.024], [-3.235, -5.855, 0.113], [-3.142, -3.559, -0.854], [-1.005, -4.581, -0.525], [-1.108, -5.146, -1.857], [1.602, -5.644, -1.463], [1.500, -4.001, -0.623], [2.145, -5.269, 0.181], [-1.033, -7.172, 1.027], [-0.332, -7.322, -0.557], [0.712, -7.404, 0.822], [0.875, -5.140, 2.194], [0.318, -3.669, 1.501], [-1.681, -5.803, 2.300], [-1.298, -4.534, 3.307], [-2.093, -2.889, 1.351], [-3.299, -4.005, 1.828], [-3.401, -6.292, -0.872], [-4.199, -5.578, 0.483], [-2.744, -6.565, 0.759], [-2.756, -2.549, -0.712], [-4.210, -3.564, -0.629], [-3.068, -3.849, -1.887], [-0.889, -6.105, -1.670], [0.166, 7.034, 1.011], [0.905, 5.625, 1.294], [0.219, 4.870, 2.469], [0.873, 4.734, -0.020], [1.852, 3.561, 0.104], [3.238, 4.088, 0.396], [3.314, 4.942, 1.654], [3.112, 4.030, 2.949], [4.681, 5.693, 1.687], [2.313, 5.985, 1.464], [2.295, 6.730, 2.772], [0.680, 7.544, 0.200], [-0.801, 6.669, 0.617], [0.059, 7.673, 1.930], [0.527, 3.787, 2.513], [0.338, 5.415, 3.390], [-0.832, 4.949, 2.248], [-0.160, 4.360, -0.081], [1.087, 5.302, -0.907], [1.523, 2.854, 0.823], [1.879, 3.069, -0.884], [3.673, 4.714, -0.442], [3.981, 3.290, 0.516], [2.318, 3.345, 2.719], [2.818, 4.735, 3.709], [3.981, 3.395, 3.077], [4.592, 6.560, 1.079], [5.571, 5.123, 1.371], [4.894, 6.035, 2.720], [2.903, 7.483, 2.552], [0.987, 0.329, -4.784], [1.733, -0.525, -3.941], [2.080, -1.709, -4.643], [3.165, -2.426, -3.918], [4.336, -1.555, -3.888], [5.499, -2.033, -3.275], [6.227, -3.046, -4.217], [7.355, -3.464, -3.530], [8.057, -4.659, -3.984], [0.678, 1.216, -4.215], [0.104, -0.172, -5.143], [1.598, 0.664, -5.649], [2.553, -1.362, -5.582], [1.256, -2.373, -4.833], [3.476, -3.314, -4.515], [2.909, -2.719, -2.892], [5.310, -2.467, -2.263], [6.153, -1.154, -3.182], [6.500, -2.551, -5.164], [5.562, -3.890, -4.387], [8.286, -4.585, -5.083], [7.457, -5.500, -3.766], [9.001, -4.793, -3.469], [-3.444, 4.681, 3.930], [-4.032, 3.757, 3.086], [-3.679, 3.720, 1.728], [-4.486, 2.640, 1.062], [-4.218, 1.337, 1.499], [-4.399, 0.309, 0.546], [-5.850, 0.076, 0.186], [-6.375, 1.191, -0.526], [-6.103, 1.173, -1.954], [-2.563, 4.253, 4.446], [-4.133, 5.107, 4.626], [-3.055, 5.508, 3.292], [-2.607, 3.451, 1.745], [-3.859, 4.643, 1.163], [-4.305, 2.675, -0.028], [-5.499, 2.899, 1.219], [-3.993, -0.602, 0.975], [-3.857, 0.533, -0.375], [-6.414, -0.010, 1.098], [-5.957, -0.841, -0.428], [-5.123, 1.647, -2.169], [-6.879, 1.677, -2.484], [-6.040, 0.102, -2.315], [-1.696, -0.742, 3.768], [-0.672, 0.089, 3.135], [-0.851, 1.527, 3.233], [0.508, -0.436, 2.711], [1.381, 0.290, 2.200], [-2.660, -0.458, 3.434], [-1.615, -0.648, 4.836], [-1.556, -1.772, 3.470], [-0.009, 1.953, 2.642], [-1.767, 1.884, 2.737], [-0.779, 1.921, 4.297], [0.540, -1.515, 2.773], [-1.014, 0.991, -0.589], [-0.969, -0.288, -1.290], [0.359, -1.048, -1.219], [-1.854, -0.528, -2.263], [-2.749, 0.182, -2.588], [-0.426, 1.765, -1.118], [-0.830, 0.982, 0.467], [-1.977, 1.415, -0.804], [1.200, -0.359, -1.287], [0.273, -1.527, -0.316], [0.350, -1.808, -2.013], [-1.678, -1.565, -2.732]]}

(3)
{"formula": "C36H80N7O7", "method": "ωB97M-V/def2-TZVPD", "e_homo_ev": -11.27, "fmax_ha_per_bohr": 0.0219, "gap_ha": 0.285, "multiplicity": 1, "energy_ha": -2329.23365, "lumo_energy_ev": -3.52, "charge": 1, "species": ["C", "C", "C", "C", "C", "C", "C", "C", "C", "C", "N", "C", "C", "C", "C", "N", "C", "N", "N", "C", "N", "C", "O", "N", "O", "N", "C", "C", "C", "C", "C", "O", "C", "C", "O", "H", "H", "H", "H", "H", "H", "H", "H", "H", "H", "H", "H", "H", "H", "H", "H", "H", "H", "H", "H", "H", "H", "H", "H", "H", "H", "H", "H", "H", "H", "H", "H", "H", "H", "H", "H", "H", "H", "H", "H", "H", "H", "H", "H", "H", "H", "H", "H", "H", "H", "C", "C", "O", "C", "C", "H", "H", "H", "H", "H", "H", "H", "H", "H", "H", "C", "C", "O", "C", "C", "H", "H", "H", "H", "H", "H", "H", "H", "H", "H", "C", "C", "O", "C", "C", "H", "H", "H", "H", "H", "H", "H", "H", "H", "H"], "coordinates": [[7.662, 0.025, -2.528], [6.896, 0.688, -1.386], [5.587, 1.351, -1.816], [4.565, 1.457, -0.669], [3.642, 2.691, -0.722], [3.764, 3.640, 0.491], [2.441, 3.885, 1.243], [2.306, 2.966, 2.466], [0.859, 2.738, 2.942], [0.452, 1.260, 3.084], [-0.554, 0.898, 2.064], [-0.022, 0.869, 0.675], [0.883, -0.317, 0.330], [0.977, -0.509, -1.196], [1.002, -1.983, -1.636], [0.134, -2.244, -2.802], [0.848, -2.647, -3.973], [1.222, -1.768, -4.813], [1.083, -4.046, -4.138], [-1.272, -0.238, 2.343], [-0.695, -1.302, 3.033], [-1.210, -2.653, 2.772], [-0.489, -3.568, 3.554], [-1.259, -4.008, 4.730], [-1.238, -3.212, 5.563], [-2.494, -0.324, 1.887], [-3.256, 0.738, 1.199], [-4.451, 0.111, 0.482], [-4.061, -0.515, -0.875], [-4.791, 0.149, -2.045], [-4.182, 1.455, -2.576], [-2.800, 1.633, -2.212], [-2.434, 2.933, -1.993], [-1.136, 3.323, -2.633], [-3.113, 3.679, -1.321], [6.991, -0.501, -3.208], [8.241, 0.746, -3.104], [8.368, -0.714, -2.145], [6.691, -0.056, -0.612], [7.542, 1.441, -0.930], [5.777, 2.343, -2.225], [5.155, 0.744, -2.616], [3.973, 0.540, -0.688], [5.107, 1.443, 0.279], [2.599, 2.391, -0.851], [3.894, 3.252, -1.623], [4.487, 3.222, 1.193], [4.150, 4.602, 0.157], [2.414, 4.925, 1.568], [1.596, 3.693, 0.580], [2.776, 2.011, 2.205], [2.874, 3.379, 3.300], [0.161, 3.190, 2.235], [0.686, 3.237, 3.894], [-0.013, 1.110, 4.061], [1.325, 0.605, 3.052], [-0.852, 0.923, -0.029], [0.547, 1.789, 0.552], [1.885, -0.139, 0.719], [0.505, -1.249, 0.745], [0.138, -0.021, -1.688], [1.875, -0.030, -1.583], [0.707, -2.644, -0.817], [2.025, -2.256, -1.902], [-0.351, -1.398, -3.071], [1.680, -2.227, -5.596], [1.507, -4.430, -3.302], [0.200, -4.523, -4.270], [-0.582, -1.146, 4.029], [-2.278, -2.769, 2.998], [-1.018, -2.910, 1.732], [-3.003, -1.182, 2.033], [-3.547, 1.460, 1.962], [-2.635, 1.249, 0.470], [-4.898, -0.631, 1.147], [-5.163, 0.918, 0.320], [-2.979, -0.496, -1.013], [-4.340, -1.570, -0.883], [-5.798, 0.392, -1.707], [-4.894, -0.557, -2.867], [-4.216, 1.452, -3.666], [-4.768, 2.304, -2.231], [-0.665, 2.481, -3.128], [-1.343, 4.102, -3.362], [-0.472, 3.708, -1.861], [-6.830, -2.187, -7.742], [-6.709, -2.002, -6.239], [-6.336, -0.691, -5.849], [-7.241, 0.336, -6.217], [-8.622, 0.192, -5.601], [-5.927, -1.836, -8.242], [-6.973, -3.242, -7.977], [-7.679, -1.641, -8.155], [-5.919, -2.646, -5.853], [-7.638, -2.302, -5.740], [-7.314, 0.412, -7.307], [-6.777, 1.259, -5.867], [-9.165, -0.662, -6.008], [-9.215, 1.085, -5.803], [-8.547, 0.060, -4.521], [2.285, -8.670, 1.978], [2.249, -7.369, 1.196], [1.197, -7.296, 0.248], [-0.112, -7.373, 0.777], [-0.453, -6.234, 1.724], [2.267, -9.522, 1.298], [3.195, -8.720, 2.575], [1.439, -8.765, 2.659], [3.161, -7.265, 0.609], [2.211, -6.512, 1.880], [-0.281, -8.339, 1.264], [-0.769, -7.338, -0.092], [0.105, -6.285, 2.659], [-1.516, -6.260, 1.972], [-0.221, -5.278, 1.249], [4.093, 4.410, 7.567], [4.341, 5.027, 6.201], [3.178, 5.124, 5.394], [2.140, 5.938, 5.912], [2.532, 7.393, 6.104], [3.566, 3.460, 7.467], [5.042, 4.232, 8.072], [3.496, 5.060, 8.208], [5.026, 4.398, 5.632], [4.819, 6.006, 6.304], [1.752, 5.519, 6.848], [1.336, 5.871, 5.177], [3.258, 7.517, 6.909], [1.654, 7.985, 6.360], [2.971, 7.792, 5.190]]}